8
Properties=species:S:1:pos:R:3 method="wB97M-V/def2-TZVPD" e_tot_ha=-303.9921 e_homo_ev=-11.0 orbital_gap_ev=9.938 smiles="O=CC#CC=O" e_above_lowest_ev=0.482
O -2.45992 0.45636 0.87609
C -1.98844 -0.26816 0.03279
C -0.54612 -0.45812 -0.04165
C 0.65216 -0.30326 -0.07779
C 1.98785 0.27614 -0.03374
O 3.03349 -0.31160 -0.13684
H -2.60418 -0.76151 -0.73559
H 1.92516 1.37015 0.11673

***

19
Properties=species:S:1:pos:R:3 method="wB97M-V/def2-TZVPD" e_tot_ha=-327.6839 e_homo_ev=-2.4 orbital_gap_ev=6.310 smiles=CC[C@H](C)NC[O-] charge=-1 e_above_lowest_ev=0.331
C 1.41596 -0.78724 1.15969
C 0.49885 -0.08725 0.15656
C -0.96364 -0.13413 0.62987
C -1.85937 -1.22545 0.06824
N 0.92888 1.26130 -0.12341
C 0.43289 1.70472 -1.48102
O 1.04448 1.09551 -2.49646
H 1.24052 -1.86687 1.11419
H 2.46356 -0.56716 0.98815
H 1.12881 -0.51459 2.17521
H 0.49019 -0.67179 -0.78296
H -1.11052 -0.07802 1.72326
H -1.39023 0.83702 0.35736
H -2.90744 -0.96639 0.20128
H -1.61364 -2.20971 0.49728
H -1.62527 -1.36385 -0.97890
H 1.93277 1.21537 -0.28107
H -0.67444 1.54769 -1.41971
H 0.56764 2.81084 -1.50754

***

16
Properties=species:S:1:pos:R:3 method="wB97M-V/def2-TZVPD" e_tot_ha=-159.5754 e_homo_ev=-11.6 orbital_gap_ev=12.733 smiles=CC.CC e_above_lowest_ev=0.260
C -0.44416 1.09796 2.88820
C -0.47475 0.85889 1.37870
H -0.13713 2.12543 3.09524
H -1.39727 0.90754 3.36464
H 0.32754 0.46589 3.33101
H -1.41397 1.22444 0.96305
H -0.54990 -0.21952 1.19188
H 0.41447 1.17364 0.84309
C 1.02562 -1.12994 -1.63769
C -0.06262 -0.73351 -2.64887
H 0.56921 -1.91992 -1.03212
H 1.86526 -1.67813 -2.05831
H 1.30351 -0.32290 -0.97186
H -0.67829 0.06276 -2.23529
H -0.65210 -1.61265 -2.89087
H 0.30458 -0.29996 -3.58079

***

68
Properties=species:S:1:pos:R:3 method="wB97M-V/def2-TZVPD" e_tot_ha=-1968.8724 e_homo_ev=-11.8 orbital_gap_ev=8.459 charge=+1
Ca -33.30842 -37.94188 -2.10123
C -36.20292 -34.98980 -1.74278
C -34.92298 -35.79985 -2.10114
O -33.92116 -35.84974 -1.38674
O -34.94693 -36.54846 -3.13073
H -35.96022 -34.14224 -1.10181
H -36.92614 -35.51839 -1.12178
H -36.79979 -34.61652 -2.57495
C -38.51686 -36.31254 -4.29588
O -39.02861 -36.00648 -5.57822
H -37.42783 -36.32932 -4.25319
H -39.03412 -35.63386 -3.61770
H -38.78624 -37.33919 -4.04785
H -38.75368 -36.72847 -6.14808
C -37.70283 -38.03646 -0.72876
O -38.43273 -39.23952 -0.67493
H -36.63405 -38.14929 -0.91063
H -38.12675 -37.49386 -1.57373
H -37.92352 -37.54121 0.21682
H -39.33529 -39.02926 -0.42440
C -35.76510 -39.71307 -3.18809
O -34.35304 -39.69406 -3.20052
C -33.82848 -40.07829 -4.46049
C -32.99252 -38.95517 -5.11083
N -32.19520 -38.14748 -4.17017
C -30.97672 -38.78313 -3.64673
C -30.18147 -37.79689 -2.69104
O -31.10803 -37.17302 -1.84801
C -30.29013 -36.29964 -1.01802
H -36.25043 -39.03946 -3.89435
H -36.24405 -39.64067 -2.21163
H -36.21629 -40.62230 -3.58539
H -34.68158 -40.34005 -5.08643
H -33.18279 -40.95600 -4.43209
H -33.68450 -38.25119 -5.57307
H -32.45876 -39.34915 -5.97569
H -31.75265 -37.45632 -4.75885
H -30.32602 -39.24046 -4.39207
H -31.18456 -39.66066 -3.03449
H -29.66876 -37.05356 -3.30153
H -29.55257 -38.51032 -2.15849
H -29.75913 -36.85156 -0.24244
H -30.97778 -35.57532 -0.58144
H -29.49638 -35.75457 -1.52886
C -36.98970 -34.22036 2.85614
C -35.61187 -34.59176 2.21771
C -34.57926 -34.77853 3.27024
O -35.70409 -35.75578 1.54200
H -37.59114 -33.52964 2.26517
H -36.88879 -33.58721 3.73764
H -37.58187 -35.04487 3.25316
H -35.28480 -33.75129 1.60555
H -33.87279 -35.53545 2.92957
H -34.97141 -35.07735 4.24236
H -34.23739 -33.80032 3.60836
H -34.88239 -36.03881 1.13419
C -31.66331 -31.30616 0.26060
C -32.60896 -32.17742 -0.58929
C -31.96242 -32.71846 -1.80178
O -32.93516 -33.26828 0.08983
H -32.22847 -31.12424 1.17471
H -31.42917 -30.36437 -0.23571
H -30.78663 -31.91019 0.49444
H -33.53126 -31.62307 -0.76292
H -31.14920 -33.42181 -1.62271
H -31.63401 -31.85127 -2.37469
H -32.66459 -33.28541 -2.41303
H -33.32887 -33.92972 -0.48385

***

Number 1: lowest unoccupied orbital energy -1.0 eV. Number 2: lowest unoccupied orbital energy 3.9 eV. Number 3: lowest unoccupied orbital energy 1.2 eV. Number 4: lowest unoccupied orbital energy -3.4 eV.